Below is an isolated molecule of C20H37N3O2, with properties calculated with the ωB97M-V functional and the def2-TZVPD basis.

Geometry as XYZ:
```
62
Properties=species:S:1:pos:R:3:forces:R:3
H 0.288695 1.254401 -3.813670 0.0 0.1 -0.1
H 4.485506 0.883401 -0.087906 0.1 -0.1 0.0
N 0.669876 -0.633718 1.720599 0.2 -0.1 0.3
C -0.898803 -0.551569 -3.603652 0.0 0.0 -0.4
C 3.821863 1.720743 -0.288298 -0.2 -0.1 0.2
N 1.553510 0.299935 -1.651766 -0.2 0.3 0.4
H -0.221917 -1.635593 3.311427 0.0 0.0 0.0
H 1.921354 3.558248 0.604702 0.0 0.1 0.0
N -2.112195 0.215592 4.065799 0.0 0.0 0.1
H 1.410999 -1.856968 -5.620042 0.0 0.0 0.0
H 0.793779 0.047228 4.666540 0.1 -0.1 0.0
H -2.933060 0.485916 1.428655 0.1 0.0 -0.1
H -1.098145 -1.925604 -5.243891 0.0 0.0 0.0
H 2.386825 0.085103 -4.541164 0.0 0.0 0.1
C -0.871510 0.435927 3.325569 0.2 -0.4 -0.3
C 0.398706 -2.662473 -3.896957 -0.1 0.1 -0.4
C 1.829901 0.186308 -0.240953 0.1 0.0 0.1
H -2.706681 0.840947 5.995197 0.0 -0.1 0.0
C -0.941225 -1.975299 -4.159304 -0.1 -0.1 0.4
H 3.731714 1.828708 -1.366122 0.0 0.0 -0.1
H 4.268773 2.625897 0.116281 0.1 0.1 0.0
C -0.463063 -0.852295 2.591878 -0.4 0.4 -0.1
C 0.191271 0.897674 4.341496 -0.2 0.1 0.0
H -1.020675 1.214587 2.565382 0.0 0.0 0.0
H 0.113553 0.310353 -5.282100 0.0 0.1 0.0
H 0.660337 0.720811 -1.858756 0.0 -0.1 -0.1
C -0.639231 1.414040 5.512014 -0.1 -0.1 0.0
H 0.376139 -3.679755 -4.294194 0.0 -0.1 0.1
O 3.081277 -1.232140 -2.251455 0.2 -0.3 0.0
H 1.469464 2.903601 -0.967521 0.0 0.1 -0.1
H -0.104107 1.389321 6.458975 0.0 0.1 0.1
C 1.549296 -1.891923 -4.536954 0.2 -0.1 0.2
H -0.822535 -0.603881 -2.515997 -0.1 0.0 0.1
H -4.600194 0.865387 1.858094 -0.1 0.0 -0.1
H 0.528325 2.482321 0.465468 -0.2 0.1 0.0
H -1.964129 -2.817484 -2.455291 0.0 0.0 0.2
H -1.833720 -0.037194 -3.840028 0.0 0.0 0.1
C 0.518598 -0.144023 0.476400 0.6 -0.2 -0.1
H -4.070318 0.832778 4.246218 0.0 0.1 0.0
H 2.542970 -0.638405 -0.120086 -0.1 0.1 0.0
H -3.042460 -2.278028 -3.742223 -0.1 0.0 0.0
C 0.269072 0.232639 -4.201814 0.0 0.0 0.2
H 2.494318 -2.394161 -4.325684 0.0 0.0 -0.1
C 1.531537 2.680224 0.094558 0.1 -0.2 0.2
C 1.614464 -0.462660 -3.984490 0.1 -0.2 -0.3
C -1.830414 0.454709 5.475545 0.2 0.0 0.2
H -1.296994 -1.182577 1.971112 0.1 -0.1 0.1
H 2.569064 1.342145 1.413349 0.0 0.0 0.0
O -0.564260 0.020326 -0.053478 -0.4 0.1 -0.1
C -2.090078 -2.761075 -3.534454 0.2 0.1 -0.2
C 2.136434 -0.526213 -2.549906 0.0 0.3 -0.3
H -0.973430 2.435596 5.323456 0.0 0.0 0.0
C 2.448587 1.482262 0.332192 0.0 0.0 -0.2
C -3.696701 0.360679 2.191655 0.0 0.2 0.2
H 1.592219 -0.672476 2.122875 0.0 0.0 -0.2
H -2.123623 -3.773582 -3.930921 0.0 -0.1 0.0
H -3.908097 -0.699570 2.301359 0.0 -0.1 0.0
H -3.039478 2.016553 3.411447 0.0 0.0 0.1
H 0.565893 -2.728970 -2.819334 0.0 -0.1 0.1
H 0.853124 1.655133 3.924217 0.1 0.0 0.0
C -3.251135 0.938290 3.530565 -0.2 -0.1 -0.2
H -1.549262 -0.500150 5.935388 0.0 0.1 0.2
```
Forces are in eV/Å.

Summary:
SMILES string: CCN1CCC[C@H]1CNC(=O)[C@@H](NC(=O)[C@H]1CC[C@@H](C)CC1)C(C)C
E_LUMO (eV): 0.7
Energy above the lowest of the compared OMol25 structures with the same formula, charge and spin (kJ/mol): 5.0
Orbital gap (eV): 9.162


Below is an isolated molecule of C4H9O6P at a distorted geometry, with properties calculated with the ωB97M-V functional and the def2-TZVPD basis.

Geometry as XYZ:
```
20
Properties=species:S:1:pos:R:3:forces:R:3
H -3.208864 1.096416 -3.071816 0.3 -0.3 0.7
H -0.339597 0.602453 2.889701 2.2 -1.1 0.0
H 1.441821 0.209620 3.473609 -0.9 -0.3 -1.2
H -1.141561 1.661379 -0.238510 -0.2 0.3 0.1
O -3.876965 0.223955 -0.880369 -0.8 0.1 0.1
C 0.631624 -0.058161 2.726510 -2.7 0.8 2.2
H -2.848168 -0.050646 1.067734 -0.9 -0.4 -0.2
C -1.562491 0.661020 -0.203361 1.1 -1.0 0.3
O 0.222998 -1.874052 0.134399 -0.1 -0.3 0.0
C 1.074524 0.262342 -2.319618 -1.8 2.5 1.6
H 1.981814 0.571175 -2.932827 -1.5 0.2 1.1
O 1.410092 0.267615 -0.874839 0.3 -0.2 -1.4
H 0.226580 -1.092083 2.941836 1.0 0.8 -0.7
P 0.412706 -0.429804 0.143196 -1.9 1.0 -2.4
O -2.446418 1.015079 -2.458739 -0.4 0.3 -0.1
H 0.803264 -0.702412 -2.590717 -0.3 -2.0 -0.6
O -1.985686 0.342427 1.100568 0.3 0.7 0.0
C -2.812275 0.618617 -1.223548 3.1 -0.8 0.6
H 0.004791 0.861964 -2.323572 3.1 -0.9 -0.9
O 1.061983 0.200284 1.406854 0.1 0.3 0.6
```
Forces are in eV/Å.

Summary:
SMILES string: COP(=O)(OC)[C@H](O)C(=O)O
E_LUMO (eV): 0.4
Energy above the lowest of the compared OMol25 structures with the same formula, charge and spin (kJ/mol): 136.1
Orbital gap (eV): 9.549


Below is a structure of composition C9H15Cl2NSTa at a distorted geometry, with properties calculated with the ωB97M-V functional and the def2-TZVPD basis.

Geometry as XYZ:
```
29
Properties=species:S:1:pos:R:3:forces:R:3
S 0.626238 1.204782 1.770638 -0.6 -0.8 -0.2
H -3.773360 1.227732 0.087712 1.4 -1.2 1.3
H -3.608134 1.516356 2.506509 1.1 -0.6 -0.3
H -1.736979 -1.264552 0.670700 -0.4 1.6 -1.0
H 0.877077 -1.601323 1.130452 1.2 0.0 -1.4
C 1.068208 -0.860546 -1.093092 -0.4 -0.7 -0.4
H 0.439699 -1.528433 -1.819319 1.0 1.2 1.2
C 3.639297 -0.244059 0.753785 2.1 4.7 3.6
H -1.681892 1.148907 -5.170804 1.4 -0.4 2.2
N -2.770631 1.063878 2.074622 -1.1 -0.4 -0.5
C -1.142947 0.999772 -4.164874 0.1 0.3 6.3
H -2.426986 -0.828063 -0.988159 0.5 0.9 1.7
C 1.479826 -1.786230 0.171186 0.5 -0.8 -0.9
H -2.430172 0.319976 2.722815 -0.6 0.8 -0.8
H 3.531867 -2.527751 1.032394 -0.8 1.7 -0.8
Cl 1.755935 2.422696 -1.332965 -1.1 -0.8 0.6
H 1.248490 -2.889325 -0.143680 0.6 1.8 0.7
C 4.112092 0.866798 1.299571 -3.3 -5.7 -2.4
C -2.041996 -0.348862 0.007866 -0.3 -0.3 0.0
Ta -0.238268 0.975878 -0.605450 0.4 1.0 -0.2
C 3.085607 -1.705252 0.344546 0.9 0.9 -0.6
H 2.020834 -0.559225 -1.694942 -1.7 -0.4 1.1
Cl -1.589559 3.103905 -0.249264 0.6 -1.1 -0.6
H -4.060742 -0.344965 1.021555 1.2 1.2 -0.6
H 3.537242 -1.919263 -0.711958 -0.8 0.4 1.9
H 0.011000 0.257150 2.587026 0.3 0.8 -1.0
C -0.882701 0.987932 -2.852716 -1.3 -0.1 -6.9
H 4.186226 1.864405 1.877914 -0.1 -2.3 -1.6
C -3.235261 0.447695 0.767922 -0.8 -1.3 -0.1
```
Forces are in eV/Å.

Summary:
E_LUMO (eV): 2.1
Orbital gap (eV): 7.405
Total charge: -1


> Which of these has the highest E_LUMO?

C9H15Cl2NSTa